Record 1
Entry from OMol25: C27H52AlBCl2N4O2P2 as an isolated structure in a non-equilibrium geometry (wB97M-V/def2-TZVPD).

```
! wB97M-V def2-TZVPD RIJCOSX def2/J DEFGRID3
* xyz 2 1
Al -0.0391 0.0230 0.3279
C 4.2907 2.3873 -0.8773
C 4.1021 0.8793 -1.0817
C 5.4859 0.2192 -1.1622
C 3.3613 0.6395 -2.4124
P 2.9768 0.1580 0.2340
C 3.2143 -1.6430 -0.0798
N 1.9584 -2.3644 0.0121
B 0.6161 -1.8904 0.0065
N -0.2273 -3.0298 -0.0394
C -1.6616 -3.0844 -0.2223
P -2.3824 -1.3945 -0.0038
C -3.2793 -1.1490 -1.6294
C -4.2504 -2.2676 -2.0281
C -4.0371 0.1844 -1.6194
C -2.1483 -1.0509 -2.6702
C -3.5035 -1.6427 1.4731
C -2.5975 -2.2181 2.5830
C -4.6875 -2.5795 1.2247
C -4.0291 -0.2803 1.9463
C 0.5779 -4.1746 -0.0435
C 0.2353 -5.5188 -0.0905
C 1.2685 -6.4442 -0.0909
C 2.6060 -6.0378 -0.0550
C 2.9500 -4.6946 -0.0194
C 1.9180 -3.7663 -0.0122
C 3.6445 0.4170 1.9603
C 3.2266 1.8280 2.4015
C 2.9373 -0.6128 2.8603
C 5.1560 0.2585 2.0974
H 4.9680 2.7612 -1.6500
H 4.7439 2.6225 0.0869
H 3.3511 2.9366 -0.9700
H 5.9228 0.4611 -2.1358
H 5.4605 -0.8689 -1.0855
H 6.1632 0.5976 -0.4002
H 3.8608 1.2007 -3.2075
H 2.3235 0.9748 -2.3745
H 3.3681 -0.4136 -2.7061
H 3.9424 -2.0460 0.6231
H 3.6274 -1.7768 -1.0768
H -2.1143 -3.7844 0.4746
H -1.8863 -3.4438 -1.2238
H -5.2045 -2.1745 -1.5126
H -3.8649 -3.2722 -1.8476
H -4.4511 -2.1865 -3.1008
H -4.7949 0.2288 -0.8355
H -4.5573 0.3050 -2.5728
H -3.3600 1.0405 -1.5227
H -1.6493 -2.0082 -2.8427
H -1.3876 -0.3208 -2.3746
H -2.5634 -0.7213 -3.6267
H -2.5167 -3.3046 2.5276
H -3.0260 -1.9764 3.5604
H -1.5806 -1.8083 2.5513
H -4.3980 -3.5061 0.7236
H -5.4661 -2.0964 0.6333
H -5.1297 -2.8504 2.1890
H -3.2122 0.3752 2.2667
H -4.6815 -0.4257 2.8108
H -4.6191 0.2313 1.1823
H -0.7986 -5.8424 -0.1343
H 1.0355 -7.5007 -0.1250
H 3.3884 -6.7860 -0.0622
H 3.9903 -4.3896 -0.0080
H 2.1416 1.9493 2.3480
H 3.6845 2.6075 1.7903
H 3.5443 1.9960 3.4358
H 1.8608 -0.6502 2.6799
H 3.0941 -0.3387 3.9083
H 3.3313 -1.6224 2.7270
H 5.6938 1.0762 1.6170
H 5.5166 -0.6842 1.6798
H 5.4212 0.2713 3.1591
C -0.2799 1.1679 4.6406
O -1.2694 1.7432 3.7283
C -1.2404 1.4390 2.4766
O -0.3714 0.6830 1.9690
N -2.2290 1.9527 1.7498
N -2.3645 1.5407 0.4249
H -0.6691 1.3628 5.6309
H 0.6709 1.6659 4.4988
H -0.1872 0.1016 4.4618
H -2.9046 2.5568 2.1947
H -2.4491 2.3591 -0.1650
H -3.1952 0.9681 0.3391
Cl -1.2250 4.9637 -0.1208
C 0.3458 4.3591 -0.6138
Cl 0.4805 2.5494 -0.6840
H 1.0902 4.6842 0.0968
H 0.5547 4.7000 -1.6165
*
```

## Properties
- Lowest unoccupied orbital energy: -6.47 eV
- ΔE to the lowest compared entry with this formula, charge and spin: 2.062 eV
- HOMO-LUMO gap: 6.30 eV
- Energy: -3299.4888 Eh

---

Record 2
Entry from OMol25: C27H52AsF6KN6PSi2 as an isolated structure (wB97M-V/def2-TZVPD).

```
! wB97M-V def2-TZVPD RIJCOSX def2/J DEFGRID3
* xyz -2 2
K 1.0510 2.2132 -0.1731
C 5.8123 1.4733 -1.5556
Si 4.1909 0.5226 -1.4223
C 4.5114 -1.2747 -1.9151
C 3.0564 1.2390 -2.7315
N 3.4215 0.6725 0.0939
C 3.8939 0.3645 1.2804
C 5.1776 -0.2469 1.5082
C 5.6344 -0.5887 2.7509
C 4.8390 -0.3431 3.8954
C 3.6170 0.2538 3.7615
C 3.0765 0.6619 2.4888
N 1.9273 1.2736 2.3566
Si 0.7550 1.7245 3.5082
C 1.3667 3.0649 4.6856
C 0.1714 0.2617 4.5731
C -0.7163 2.4230 2.5818
H 6.2058 1.4317 -2.5762
H 6.5804 1.0972 -0.8760
H 5.6264 2.5215 -1.3059
H 4.9333 -1.3398 -2.9228
H 3.5699 -1.8311 -1.9050
H 5.1973 -1.7704 -1.2237
H 3.4479 1.0476 -3.7353
H 2.9604 2.3213 -2.6119
H 2.0574 0.7963 -2.6724
H 5.7997 -0.4453 0.6424
H 6.6098 -1.0507 2.8604
H 5.2046 -0.6196 4.8786
H 3.0145 0.4504 4.6425
H 2.1744 2.7005 5.3260
H 0.5583 3.4288 5.3277
H 1.7503 3.9094 4.1070
H 0.5136 0.3573 5.6081
H 0.5729 -0.6734 4.1739
H -0.9191 0.1805 4.5848
H -0.4971 3.4247 2.1979
H -1.5759 2.5130 3.2553
H -1.0223 1.7942 1.7342
F 2.8807 4.0133 -0.9952
As 2.4709 5.6284 -0.4631
F 1.6660 5.9142 -1.9753
F 3.9445 6.2539 -1.1342
F 1.9975 7.2089 0.0772
F 3.2721 5.3507 1.0451
F 1.0005 4.9395 0.1880
N -1.1649 0.8976 -0.7884
P -1.9666 -0.3722 -0.8721
N -1.7215 -1.3095 -2.2946
C -0.7605 -0.7991 -3.2652
C -0.1209 -1.9580 -4.0153
C -1.1795 -2.6930 -4.8570
C -2.5725 -2.5560 -4.2205
C -2.4669 -2.4874 -2.6999
N -3.6992 -0.3572 -0.9031
C -4.3239 0.1302 0.3289
C -5.8219 0.3950 0.1074
C -6.3662 -0.5405 -0.9670
C -5.6898 -0.2167 -2.3087
C -4.2660 0.3056 -2.0677
N -1.7876 -1.4488 0.4448
C -2.4212 -2.7463 0.5254
C -2.5675 -3.1794 1.9839
C -1.2138 -3.1336 2.7315
C -0.0989 -2.6190 1.8221
C -0.5083 -1.3086 1.1664
H -0.0355 -0.1968 -2.7231
H -1.2333 -0.1193 -3.9953
H 0.3199 -2.6391 -3.2819
H 0.6937 -1.5966 -4.6479
H -0.9160 -3.7506 -4.9534
H -1.2004 -2.2819 -5.8707
H -3.2156 -3.3905 -4.5147
H -3.0559 -1.6402 -4.5732
H -1.9952 -3.4206 -2.3485
H -3.4618 -2.4531 -2.2503
H -3.8304 1.0435 0.6903
H -4.1934 -0.6297 1.1030
H -5.9790 1.4299 -0.2120
H -6.3590 0.2729 1.0513
H -7.4540 -0.4597 -1.0503
H -6.1390 -1.5712 -0.6813
H -6.2672 0.5389 -2.8523
H -5.6612 -1.1129 -2.9355
H -4.2763 1.3973 -1.9365
H -3.6284 0.1134 -2.9311
H -1.8722 -3.5272 -0.0270
H -3.4065 -2.6740 0.0602
H -2.9990 -4.1850 2.0191
H -3.2814 -2.5069 2.4667
H -0.9570 -4.1199 3.1284
H -1.2865 -2.4601 3.5897
H 0.1403 -3.3636 1.0566
H 0.8172 -2.4527 2.3941
H 0.2745 -0.9532 0.4934
H -0.6041 -0.5421 1.9426
*
```

## Properties
- Lowest unoccupied orbital energy (spin up / spin down): 4.21 / 4.20 eV
- ΔE to the lowest compared entry with this formula, charge and spin: 0.254 eV
- HOMO-LUMO gap (spin up / spin down): 5.45 / 6.22 eV
- <S²>: 0.771
- Energy: -5744.1607 Eh

---

Record 3
Entry from OMol25: a 5-piece molecular cluster, C27H52BF9O14PS overall in a non-equilibrium geometry (wB97M-V/def2-TZVPD).

```
! wB97M-V def2-TZVPD RIJCOSX def2/J DEFGRID3
* xyz -1 1
C -0.7122 6.0688 1.0471
P -0.0077 5.4249 -0.5596
C 1.6930 4.7747 -0.1766
B -1.1780 3.9232 -1.0844
C -1.4152 2.8662 0.1796
C -0.8623 1.4429 -0.0465
C -1.8644 0.3625 0.4021
C -1.2097 -1.0031 0.6254
C -1.6564 -1.8382 1.8042
F -0.9607 -1.5317 2.9246
F -1.3135 -3.1390 1.5298
C -3.1986 -1.8846 2.0744
F -3.8941 -1.5005 0.9736
F -3.5464 -3.1787 2.3278
S -3.8222 -0.9058 3.5959
F -5.0249 -1.9249 3.7810
F -4.7738 0.0105 2.7241
F -2.6840 0.1671 3.4562
F -2.9029 -1.8127 4.5035
F -4.3132 -0.1598 4.8956
C -2.5952 4.6505 -1.5450
C -2.8078 4.5975 -3.0273
O -4.1390 5.1547 -3.4107
C -4.0534 6.3486 -3.9757
O -4.6139 6.6477 -5.0172
H -1.6959 5.6257 1.1760
H -0.8419 7.1393 0.9706
H -0.1228 5.8286 1.9277
H 2.1619 5.4225 0.5579
H 2.2693 4.8714 -1.0854
H 1.7177 3.7494 0.1865
H -0.6456 3.3772 -2.0423
H -0.9556 3.2380 1.0941
H -2.4843 2.7887 0.3877
H -0.6219 1.2803 -1.0907
H 0.0304 1.3149 0.5639
H -2.5811 0.2705 -0.4079
H -2.4142 0.7620 1.2450
H -1.3166 -1.6266 -0.2530
H -0.1423 -0.8727 0.7618
H -3.4776 4.2283 -1.0634
H -2.5826 5.7087 -1.2761
H -2.8350 3.5886 -3.4077
H -2.0486 5.1923 -3.5239
H -3.4799 7.1208 -3.4469
C -3.4102 6.4168 -7.7229
C -3.9620 6.3542 -9.1285
O -2.9498 6.0228 -10.1028
C -2.6372 4.7384 -10.1892
O -3.1401 3.8327 -9.5812
O -1.6662 4.6098 -11.1015
C -1.1915 3.2740 -11.2581
H -2.5561 7.0963 -7.6821
H -4.1678 6.7650 -7.0250
H -3.0680 5.4372 -7.3911
H -4.3339 7.3318 -9.4304
H -4.7882 5.6479 -9.2027
H -2.0124 2.5871 -11.4515
H -0.6458 2.9595 -10.3699
H -0.5188 3.2838 -12.1113
C -0.4914 -4.2671 5.0568
C -0.2929 -2.8677 5.5975
O -0.0151 -2.8957 7.0147
C 1.2382 -3.2003 7.3109
O 2.1232 -3.3603 6.5108
O 1.3560 -3.3051 8.6354
C 2.6559 -3.6922 9.0787
H -1.2654 -4.7873 5.6234
H -0.7886 -4.2260 4.0089
H 0.4248 -4.8526 5.1328
H -1.1978 -2.2923 5.4723
H 0.5033 -2.3467 5.0685
H 3.4212 -3.0395 8.6643
H 2.8572 -4.7266 8.8023
H 2.6520 -3.6025 10.1610
C 4.9082 -5.0753 5.5544
C 4.1065 -4.8975 4.2858
O 4.9520 -4.9424 3.1228
C 5.3148 -6.1496 2.7091
O 5.0006 -7.2006 3.1996
O 6.0881 -5.9961 1.6314
C 6.5993 -7.2165 1.0954
H 5.7268 -4.3548 5.5882
H 4.2701 -4.9222 6.4231
H 5.3456 -6.0722 5.6130
H 3.6487 -3.9108 4.2732
H 3.3066 -5.6318 4.2043
H 5.7975 -7.9265 0.9074
H 7.3301 -7.6508 1.7760
H 7.0842 -6.9613 0.1578
C 0.5873 -2.8309 -2.9635
C 0.9025 -1.5611 -2.2024
O 1.3247 -1.8403 -0.8615
C 2.5903 -2.2311 -0.7267
O 3.3990 -2.3394 -1.6107
O 2.8118 -2.4497 0.5647
C 4.1320 -2.8991 0.8905
H -0.1378 -3.4328 -2.4141
H 0.1749 -2.5914 -3.9436
H 1.4833 -3.4345 -3.1036
H 0.0087 -0.9484 -2.1010
H 1.6570 -0.9642 -2.7131
H 4.8840 -2.2279 0.4811
H 4.2932 -3.9111 0.5265
H 4.2003 -2.8942 1.9700
*
```

## Properties
- Lowest unoccupied orbital energy: 1.90 eV
- HOMO-LUMO gap: 5.49 eV
- Energy: -3776.5685 Eh

---

Record 4
Entry from OMol25: a 9-piece molecular cluster, C27H52Cl16FNO7PS overall in a non-equilibrium geometry (wB97M-V/def2-TZVPD).

```
! wB97M-V def2-TZVPD RIJCOSX def2/J DEFGRID3
* xyz -1 1
C -5.4037 -0.0645 3.8493
C -6.5416 0.1393 2.8551
C -6.7585 -1.0439 1.8779
C -6.1697 -0.8120 0.4754
C -4.6327 -1.0127 0.5059
C -3.7924 0.1183 -0.1199
C -4.0494 1.4904 0.4863
C -3.0486 2.5527 -0.0155
C -1.6333 2.0844 0.3917
C -0.7080 3.1839 0.9233
C 0.6901 2.6085 1.1984
C 0.6482 1.4055 2.1253
C 2.0435 0.7965 2.3513
C 2.4800 0.0892 1.0517
C 2.3774 -1.4499 0.9832
C 3.5118 -1.8636 -0.0119
C 3.7216 -3.3271 -0.3127
O 4.3007 -3.6523 -1.2986
F 3.2522 -4.2657 0.4722
C 1.0396 -1.8816 0.2686
O 0.7646 -3.1065 0.2847
O 0.3279 -0.9803 -0.2252
N 2.5640 -2.1919 2.2586
P 1.1630 -2.6089 3.2069
O 0.7231 -4.1293 2.8433
O -0.0122 -1.5741 2.7627
S 4.0340 -2.0913 2.9793
C 3.8112 -2.2665 4.7297
O 4.6908 -0.8168 2.7685
O 4.8905 -3.1787 2.5739
H -5.1983 0.8964 4.3317
H -5.6484 -0.7717 4.6409
H -4.4685 -0.3736 3.3918
H -7.4634 0.2401 3.4343
H -6.4187 1.0482 2.2655
H -7.8332 -1.2185 1.7676
H -6.3246 -1.9486 2.3117
H -6.4598 0.1610 0.0829
H -6.5791 -1.6026 -0.1569
H -4.4051 -1.8901 -0.1061
H -4.2662 -1.2495 1.5041
H -3.9831 0.0991 -1.1996
H -2.7545 -0.1994 -0.0016
H -3.8660 1.4028 1.5666
H -5.0908 1.8024 0.3809
H -3.1779 2.6033 -1.0949
H -3.2640 3.5025 0.4754
H -1.7624 1.3679 1.1994
H -1.1570 1.6002 -0.4634
H -0.6493 4.0225 0.2297
H -1.1393 3.5745 1.8544
H 1.3384 3.4039 1.5857
H 1.1220 2.3319 0.2295
H 0.1933 1.6820 3.0839
H 0.0569 0.6150 1.6700
H 2.7313 1.6378 2.4975
H 2.1120 0.1991 3.2599
H 1.9570 0.5467 0.2244
H 3.5384 0.3238 0.9148
H 4.4620 -1.4047 0.2590
H 3.2161 -1.4204 -0.9654
H 0.1192 -4.1976 2.0829
H -0.7936 -2.0421 2.4356
H 4.7813 -2.2366 5.2092
H 3.3327 -3.2139 4.9657
H 3.1273 -1.4868 5.0575
C 0.6947 2.2663 -2.9310
Cl -0.0657 3.7718 -2.3958
Cl 2.1357 1.9190 -1.9739
H -0.0102 1.4503 -2.8049
H 0.9750 2.3649 -3.9723
C 1.1600 -0.6810 -5.6357
Cl 2.5202 0.3141 -5.1062
Cl -0.0059 0.2556 -6.5833
H 1.5376 -1.4908 -6.2480
H 0.6589 -1.0751 -4.7588
C 6.1364 0.9628 -6.7810
Cl 7.1135 1.9558 -5.6964
Cl 6.5485 1.2493 -8.4802
H 6.3119 -0.0814 -6.5506
H 5.0921 1.2088 -6.6325
C -1.8973 1.1439 -9.7066
Cl -3.2876 0.8875 -8.6463
Cl -1.3497 -0.3611 -10.4544
H -2.1826 1.8355 -10.4900
H -1.0841 1.5536 -9.1187
C -3.9473 -3.4462 5.9946
Cl -3.0558 -2.5760 7.2472
Cl -3.5725 -2.8443 4.3775
H -3.6810 -4.4952 6.0439
H -5.0087 -3.3166 6.1714
C -3.7688 5.1770 -3.3905
Cl -3.4925 5.2773 -1.6431
Cl -3.4160 3.5626 -4.0264
H -4.8137 5.3891 -3.5827
H -3.1385 5.9034 -3.8894
C 6.4293 -2.3616 -3.2485
Cl 7.7428 -1.3766 -2.5837
Cl 5.1514 -1.3506 -3.9407
H 6.8329 -2.9954 -4.0292
H 6.0032 -2.9659 -2.4544
C 6.1238 0.6396 5.2354
Cl 7.8494 1.0316 5.3068
Cl 5.5962 -0.2471 6.6778
H 5.5604 1.5626 5.1761
H 5.9353 0.0270 4.3601
*
```

## Properties
- Lowest unoccupied orbital energy: 1.78 eV
- HOMO-LUMO gap: 7.70 eV
- Energy: -9844.0161 Eh

---

Record 5
Entry from OMol25: a 4-piece molecular cluster, C27H52ClNO3 overall in a non-equilibrium geometry (wB97M-V/def2-TZVPD).

```
! wB97M-V def2-TZVPD RIJCOSX def2/J DEFGRID3
* xyz 0 1
C -0.3243 -1.0260 4.1913
C -0.4542 -0.3705 3.2012
C -0.7401 0.4465 2.0267
C -1.3887 1.8495 2.2956
N -2.6508 2.0221 1.6466
C -3.7598 1.9386 2.2964
C -4.7414 3.0702 2.1891
C -4.1597 0.7497 3.1300
O -0.4949 2.7515 1.5277
C 0.5462 3.0152 2.3409
O 1.6787 3.1544 2.0133
O 0.1118 3.0884 3.6393
C -1.2046 2.5739 3.6350
Cl -1.7533 1.8794 5.1562
H -0.2097 -1.5797 5.0924
H -1.4502 -0.1152 1.4201
H 0.1509 0.5773 1.4159
H -5.7639 2.6956 2.1378
H -4.5242 3.6524 1.2992
H -4.5762 3.6617 3.0904
H -3.3272 0.4101 3.7416
H -5.0355 1.0298 3.7122
H -4.4325 -0.1021 2.5074
H -1.8392 3.4571 3.5399
C -6.6299 -2.1133 2.3589
C -7.6290 -1.0133 2.7059
C -7.9232 -0.9120 4.2017
C -8.5636 -2.1562 4.8187
C -9.8797 -2.5897 4.1754
C -10.9870 -1.5466 4.2979
H -7.0041 -3.1012 2.6290
H -6.4314 -2.1195 1.2859
H -5.6816 -1.9552 2.8768
H -8.5530 -1.1685 2.1433
H -7.2243 -0.0542 2.3679
H -8.5672 -0.0454 4.3766
H -6.9892 -0.7027 4.7343
H -8.7341 -1.9657 5.8828
H -7.8574 -2.9901 4.7752
H -10.2123 -3.5110 4.6602
H -9.7248 -2.8381 3.1219
H -11.1878 -1.3144 5.3457
H -11.9124 -1.9154 3.8537
H -10.7265 -0.6183 3.7872
C 1.5643 -2.2406 0.4575
C 2.5236 -1.0877 0.1734
C 2.2118 -0.3439 -1.1242
C 2.3172 -1.1905 -2.3937
C 3.6785 -1.8464 -2.6186
C 4.8141 -0.8413 -2.7889
H 1.6130 -3.0112 -0.3133
H 1.8094 -2.7122 1.4100
H 0.5346 -1.8798 0.5155
H 3.5513 -1.4598 0.1627
H 2.4679 -0.3735 1.0004
H 2.8777 0.5194 -1.2039
H 1.1979 0.0665 -1.0649
H 2.0825 -0.5553 -3.2537
H 1.5482 -1.9684 -2.3796
H 3.6191 -2.4625 -3.5197
H 3.9129 -2.5288 -1.7971
H 4.6213 -0.1752 -3.6328
H 5.7560 -1.3578 -2.9785
H 4.9493 -0.2303 -1.8949
C 7.3135 2.0779 -3.7025
C 7.8142 0.7369 -4.2310
C 9.1424 0.8361 -4.9794
C 9.1087 1.7019 -6.2398
C 8.0828 1.2742 -7.2879
C 8.3341 -0.1234 -7.8473
H 7.1179 2.7834 -4.5115
H 6.3822 1.9477 -3.1493
H 8.0442 2.5266 -3.0265
H 7.0494 0.2860 -4.8692
H 7.9451 0.0568 -3.3852
H 9.4774 -0.1723 -5.2385
H 9.9026 1.2385 -4.3024
H 10.1050 1.6922 -6.6933
H 8.9179 2.7426 -5.9630
H 8.1135 1.9912 -8.1125
H 7.0721 1.3273 -6.8746
H 9.3241 -0.1871 -8.3034
H 7.5965 -0.3689 -8.6127
H 8.2668 -0.8871 -7.0711
*
```

## Properties
- Lowest unoccupied orbital energy: 0.29 eV
- HOMO-LUMO gap: 9.61 eV
- SMILES: C#CC[C@]1(N=C(C)C)OC(=O)O[C@@H]1Cl.CCCCCC.CCCCCC.CCCCCC
- Energy: -1800.5312 Eh